[1]
An isolated ion of composition C7H6IO3 and charge -1 at a distorted geometry, computed with wB97M-V/def2-TZVPD.

Geometry (Å):
C: -1.3864 -1.6180 0.0040
C: -2.0227 -0.4084 -0.2596
C: -1.4169 -3.0311 -0.2550
C: 0.5200 0.1053 0.0187
C: 0.6347 1.6313 -0.0464
C: -0.7218 -0.3858 0.5866
C: 0.1119 2.1348 -1.4596
O: -0.7632 -3.8716 0.3402
O: -2.2543 -3.2825 -1.3483
O: -0.4587 3.2089 -1.5863
I: -3.9735 0.3235 0.1434
H: 0.7794 -0.4015 -0.8508
H: 1.2834 -0.3115 0.7240
H: 0.0280 2.1690 0.6574
H: 1.5880 2.0814 0.2205
H: -0.7354 -0.2155 1.6845
H: -2.6623 -2.3938 -1.3746

Properties
Molecular weight = 265.03 Da
Charge = -1
Relative energy (zero: lowest compared OMol25 entry of this formula, charge and spin) = 247.4 kJ/mol
HOMO-LUMO gap (spin up / spin down) = 7.3 / 4.7 eV
DFT total energy = -793.63200 a.u.
LUMO energy (spin up / spin down) = 2.8 / 2.5 eV
HOMO energy (spin up / spin down) = -4.47 / -2.21 eV

---

[2]
A 4-piece molecular cluster, C3H14N2O3 overall at a distorted geometry, computed with wB97M-V/def2-TZVPD.

Geometry (Å):
C: 0.7041 -1.8997 0.1705
N: -1.9247 -0.2086 -0.7716
C: -2.4261 1.0777 -0.6594
O: -2.0665 1.6381 0.7351
C: 1.1233 -1.0958 -0.9867
N: 2.5688 -0.7899 -0.9799
H: 1.0102 -1.2890 1.0362
H: -0.4602 -1.9081 -0.0271
H: 1.1443 -2.8907 0.1980
H: -1.8975 1.7987 -1.3133
H: -3.5653 1.2724 -0.5824
H: -1.7891 0.7978 1.1206
H: 0.7967 -1.4920 -1.9676
H: 0.6907 -0.0427 -1.0726
H: 2.5666 -0.5385 -1.9843
H: 2.5897 0.1244 -0.3270
H: -0.8115 1.7088 2.5235
H: -2.3983 -0.6615 -1.5679
O: 1.7765 0.8716 0.8503
H: 2.2144 1.7145 0.6682
H: 0.4088 0.8552 2.0949
O: -0.2552 0.9573 2.8426

Properties
Molecular weight = 126.16 Da
Relative energy (zero: lowest compared OMol25 entry of this formula, charge and spin) = 891.0 kJ/mol
HOMO-LUMO gap = 3.7 eV
DFT total energy = -457.59976 a.u.
LUMO energy = -4.8 eV
HOMO energy = -8.46 eV

---

[3]
A single C5H7NO molecule at a distorted geometry, computed with wB97M-V/def2-TZVPD.

Geometry (Å):
C: 0.1520 -0.5168 1.8571
C: 0.4679 -0.1981 0.3973
C: 0.9620 -1.3576 -0.3586
N: 1.3172 -2.2648 -0.9821
C: -0.7472 0.3633 -0.3579
O: -1.8504 0.2364 0.1167
C: -0.4784 1.0850 -1.6647
H: -0.7574 -1.1132 1.9462
H: 0.9922 -1.0420 2.3110
H: -0.0165 0.4058 2.4182
H: 1.2373 0.5778 0.3363
H: -0.9232 2.0853 -1.6272
H: -0.9435 0.5542 -2.4998
H: 0.5879 1.1848 -1.8926

Properties
Molecular weight = 97.12 Da
Relative energy (zero: lowest compared OMol25 entry of this formula, charge and spin) = 53.6 kJ/mol
SMILES = CC(=O)[C@@H](C)C#N
HOMO-LUMO gap = 11.0 eV
DFT total energy = -324.70406 a.u.
LUMO energy = 0.7 eV
HOMO energy = -10.32 eV

---

[4]
A single C6H11NO2S molecule at a distorted geometry, computed with wB97M-V/def2-TZVPD.

Geometry (Å):
C: 1.8675 -0.0511 -0.2557
C: 1.1375 -1.1010 0.5505
C: 1.1788 1.2610 -0.0811
C: -0.1786 -1.5366 -0.2506
C: -0.1484 1.4411 -0.7059
C: -1.3533 -1.6812 0.6398
N: -1.1764 1.6412 0.0540
O: -2.3385 1.8324 -0.7379
O: -1.3076 1.4667 1.2427
S: -2.8975 -1.5658 0.1131
H: 2.8851 -0.0157 -0.0335
H: 1.9153 -0.4226 -1.3709
H: 1.7985 -1.9985 0.6805
H: 0.8442 -0.6570 1.4942
H: 0.9099 1.4272 0.9988
H: 1.8020 2.1364 -0.3067
H: -0.4009 -0.7244 -1.0012
H: 0.0071 -2.4359 -0.8909
H: -0.2022 1.4546 -1.8236
H: -1.2581 -1.9329 1.7548
H: -3.0845 1.4622 -0.0705

Properties
Molecular weight = 161.23 Da
Relative energy (zero: lowest compared OMol25 entry of this formula, charge and spin) = 412.5 kJ/mol
SMILES = [O-]/[N+](O)=C\CCCCC=S
HOMO-LUMO gap = 8.4 eV
DFT total energy = -838.46693 a.u.
LUMO energy = -0.3 eV
HOMO energy = -8.63 eV

---

Question: Look up the DFT total energy of the second one.
Answer: -457.59976 a.u.

---

What did the third record say?
A single C5H7NO molecule at a distorted geometry, computed with wB97M-V/def2-TZVPD.

Geometry (Å):
C: 0.1520 -0.5168 1.8571
C: 0.4679 -0.1981 0.3973
C: 0.9620 -1.3576 -0.3586
N: 1.3172 -2.2648 -0.9821
C: -0.7472 0.3633 -0.3579
O: -1.8504 0.2364 0.1167
C: -0.4784 1.0850 -1.6647
H: -0.7574 -1.1132 1.9462
H: 0.9922 -1.0420 2.3110
H: -0.0165 0.4058 2.4182
H: 1.2373 0.5778 0.3363
H: -0.9232 2.0853 -1.6272
H: -0.9435 0.5542 -2.4998
H: 0.5879 1.1848 -1.8926

Properties
Molecular weight = 97.12 Da
Relative energy (zero: lowest compared OMol25 entry of this formula, charge and spin) = 53.6 kJ/mol
SMILES = CC(=O)[C@@H](C)C#N
HOMO-LUMO gap = 11.0 eV
DFT total energy = -324.70406 a.u.
LUMO energy = 0.7 eV
HOMO energy = -10.32 eV

---

Question: Look up the relative energy (zero: lowest compared OMol25 entry of this formula, charge and spin) of the third one.
Answer: 53.6 kJ/mol

---

Question: Which of these has the lowest relative energy (zero: lowest compared OMol25 entry of this formula, charge and spin)?
Answer: C5H7NO